(1)
Molecular formula: C41H58CoN7O6S
Method: DFT, ωB97M-V/def2-TZVPD

The geometry in ORCA input format:
```
! RIJCOSX wB97M-V def2-TZVPD def2/J DEFGRID3
* xyz 1 2
Co 0.5780 -0.9217 0.2350
S 3.7012 -1.2454 0.7673
O 1.6894 -2.1537 -1.0178
O 2.4294 -1.1931 1.5846
O 4.6194 2.7362 -3.8270
O 2.0199 0.4276 -0.6235
O 1.7998 5.4966 3.3326
O -0.9923 -3.2511 -0.8573
N 0.9419 3.2232 1.9692
N -0.7879 -0.2919 -1.2748
N 1.1713 -3.2222 3.1787
N 0.4829 0.8414 1.5310
N 0.1590 -3.2111 1.1131
N -0.7350 -5.2238 0.2146
N -1.4790 -0.8804 1.2091
C 2.2047 3.8584 1.6039
C 3.4677 -0.6562 -3.8020
C -1.3616 -5.8816 -0.9212
C -0.5332 -3.8288 0.1122
C -0.3717 -5.8950 1.3217
C 3.9843 1.6430 -3.3662
C 4.0855 0.4957 -4.1844
C 4.6952 -2.4957 1.6608
C -5.3983 0.3131 4.1521
C 2.6420 0.4002 -1.7459
C -6.0613 -1.8153 2.9800
C -3.1111 2.4620 -3.6768
C -5.4700 -0.4091 2.7982
C 0.5380 -3.8848 2.1921
C -4.0658 -0.5494 2.2289
C 5.9264 0.3982 0.5505
C -0.4217 0.0211 -2.5116
C 2.7523 4.5806 2.8284
C -0.0420 4.1116 2.5814
C -1.7921 -1.2934 2.4314
C 2.1024 -1.9844 -2.1771
C -2.3241 2.9769 -4.8855
C 4.2403 -3.8892 1.2509
C -4.4083 1.7980 -4.1649
C -6.3906 0.3936 1.8755
C 0.6146 4.8446 3.7467
C -2.3125 1.4479 -2.8766
C 2.7435 -0.7652 -2.5916
C -3.0543 -1.1552 2.9746
C 4.5752 3.9106 -3.0405
C 3.2761 1.5935 -2.1893
C -3.7150 -0.1079 0.9604
C -3.4675 3.6633 -2.7862
C -2.4171 -0.2833 0.4869
C 0.6999 1.9588 1.7317
C 1.8629 -3.1255 -3.1356
C 4.6370 0.2136 1.3355
C -1.9763 0.1734 -0.8471
C -1.1394 0.8651 -3.3390
C -2.7371 1.0421 -1.6148
C 0.2466 -5.2743 2.3506
H 0.5015 -0.4062 -2.8704
H -0.9926 -1.7459 3.0054
H 1.6034 -2.3439 2.9075
H 2.2813 -4.0394 -2.7124
H -2.5666 4.1217 -2.3741
H 3.6375 5.1593 2.5697
H -2.8664 3.8040 -5.3433
H 2.2660 -2.9649 -4.1298
H -3.6665 1.4183 -1.2142
H -6.1758 -2.3069 2.0124
H -0.0499 5.6174 4.1293
H 3.5680 -1.5197 -4.4451
H 3.1818 2.4556 -1.5421
H -4.9833 2.5083 -4.7607
H -5.4228 -2.4410 3.6044
H 4.4389 -4.0604 0.1925
H 0.7810 -3.2627 -3.1980
H -7.3722 0.4899 2.3393
H 6.6394 -0.4033 0.7445
H 4.6560 0.5623 -5.1004
H 4.5504 -2.3118 2.7261
H -0.6023 -6.9517 1.3438
H -5.0251 1.4786 -3.3234
H 5.7408 -2.3345 1.3965
H 1.5793 -3.7541 3.9268
H 4.7994 0.1155 2.4094
H -0.7569 -5.7242 -1.8133
H -7.0435 -1.7506 3.4507
H -4.1203 3.3775 -1.9613
H -2.2003 2.2024 -5.6439
H -0.3794 4.8420 1.8394
H -0.8962 3.5319 2.9269
H -6.4056 0.4697 4.5397
H 3.1697 -4.0104 1.4168
H -4.4520 0.3633 0.3293
H 2.0237 4.5842 0.8049
H -1.3388 3.3432 -4.5919
H -0.7573 1.0676 -4.3285
H 0.8374 4.1309 4.5510
H -1.4516 -6.9470 -0.7254
H -3.2421 -1.5259 3.9731
H 5.1308 4.6652 -3.5898
H -4.9203 1.2878 4.0371
H 3.9391 1.0292 1.1484
H 6.4004 1.3394 0.8291
H -4.1901 0.9262 -4.7835
H 5.0485 3.7519 -2.0675
H 3.5480 4.2551 -2.8955
H 0.5273 -5.8097 3.2444
H 3.0127 3.8436 3.6000
H 2.9042 3.1025 1.2511
H -6.5254 -0.1037 0.9136
H -3.9939 4.4128 -3.3776
H -5.9989 1.3989 1.7073
H 5.7230 0.4223 -0.5211
H -2.3443 -5.4516 -1.1058
H -4.8373 -0.2587 4.8910
H 4.7663 -4.6516 1.8251
*
```

<S²>: 0.755
E_LUMO (alpha / beta), Eh: -0.0769 / -0.0725
HOMO energy (alpha / beta), eV: -9.637 / -9.625
Orbital gap (alpha / beta), eV: 7.5441 / 7.6511
Relative energy (zero: lowest compared OMol25 entry of this formula, charge and spin), kcal/mol: 16.8

---

(2)
Molecular formula: C41H59BF4LaN3O6
Method: DFT, ωB97M-V/def2-TZVPD

The geometry in ORCA input format:
```
! RIJCOSX wB97M-V def2-TZVPD def2/J DEFGRID3
* xyz 0 1
La -1.7272 -0.3238 -0.7123
F -3.7630 -0.6180 -2.4822
F -3.6805 -2.1584 -0.8286
F -4.6858 -2.6778 -2.8100
F -5.6885 -1.2028 -1.3534
O -2.8543 -1.1517 1.6410
O -1.2933 1.4989 0.6595
O -4.2371 3.3582 -2.2514
O -0.3309 -1.9754 0.0609
O -2.6174 1.8621 -1.9785
O -4.7326 -1.8411 2.5620
N 0.7376 0.5839 -1.3494
N -0.8472 -1.0736 -3.3118
N -4.0793 0.6897 0.0982
C 2.5504 5.4751 1.8702
C 1.5784 3.6968 0.4080
C -3.6964 2.2902 -1.6518
C 0.0779 -4.8751 -0.0679
C 5.8484 -3.1873 -0.0156
C 1.1724 0.2675 -2.7352
C -0.0734 -5.7446 -1.3271
C 0.8871 -2.4225 -0.1968
C -1.2864 -2.4706 -3.5362
C -4.0370 -1.0198 1.7670
C 0.6430 2.7342 0.1022
C -4.7730 0.1422 1.0781
C 1.9558 -1.4732 -0.4207
C -0.4076 2.4101 1.0211
C 0.6264 -1.0433 -3.2852
C 4.9402 -3.6950 -1.1398
C 2.3317 6.1317 3.2179
C -0.4326 3.0655 2.2720
C -4.5835 1.7336 -0.5548
C 1.6306 0.0074 -0.2879
C -6.0356 0.5767 1.4053
C -1.3996 -0.2143 -4.3604
C 5.0393 -5.2009 -1.2339
C 3.9536 4.8765 1.8009
C 2.5049 -4.1797 -0.6273
C -5.8486 2.2517 -0.2646
C 2.4207 6.5394 0.7671
C 3.5305 -3.2753 -0.8064
C -1.3657 -4.4530 0.2933
C -0.7235 2.4565 4.6977
C 0.6859 2.0810 -1.2614
C -2.2906 4.1113 3.6148
C -2.5047 1.6857 3.1676
C -1.4804 2.8199 3.3982
C 5.3394 -3.1135 -2.4949
C 1.1812 -3.7965 -0.3023
C 0.5698 -5.7509 1.0990
C 3.2313 -1.9049 -0.6945
C -6.5850 1.6579 0.7396
C 0.5336 4.0480 2.5132
C 1.5332 4.3931 1.6132
B -4.5009 -1.6911 -1.8908
H 2.4733 5.4371 4.0365
H 1.0308 -1.1624 -4.3033
H 5.5699 -3.6624 0.9195
H 0.8935 -6.1423 -1.6215
H 4.6784 -3.5047 -3.2633
H 2.3655 3.9040 -0.3177
H -3.1009 1.8663 2.2849
H -0.0227 3.2416 5.0006
H 3.0340 6.9656 3.3460
H 0.6537 -5.1552 1.9991
H -1.0824 0.8241 -4.2045
H 2.2678 0.2592 -2.7884
H 1.5789 2.5002 -1.7684
H 4.3695 -5.5833 -2.0088
H 2.6910 -5.2262 -0.7248
H -3.1584 1.6415 4.0353
H -1.6495 4.9575 3.8531
H -1.0623 -0.5348 -5.3682
H -0.4310 -5.1513 -2.1717
H 6.8802 -3.4358 -0.2323
H -3.6235 3.6588 -2.9359
H 5.2601 -2.0269 -2.5197
H -2.0038 0.7293 3.0568
H -0.9841 -3.0757 -2.6770
H -2.4855 -0.2446 -4.3299
H -0.1268 -6.5661 1.2965
H 4.1264 4.4277 0.8273
H 1.3238 6.5465 3.2784
H 6.3615 -3.3990 -2.7394
H 1.0016 -1.8673 -2.6733
H 4.7240 5.6235 1.9732
H 2.5469 6.1065 -0.2235
H 1.5395 -6.1940 0.8904
H 0.8039 1.0600 -3.3916
H 0.5110 4.5524 3.4624
H -0.1915 1.5185 4.5978
H 2.5587 0.5744 -0.2279
H 1.1004 0.1535 0.6578
H 1.4380 6.9952 0.8096
H -1.4175 2.3457 5.5185
H -1.9045 -3.9442 -0.5110
H -2.8275 4.3597 2.7003
H 4.0086 -1.1725 -0.8282
H 5.7849 -2.1088 0.0976
H -6.5632 0.1240 2.2279
H -0.8404 -2.8960 -4.4504
H -6.1810 3.1064 -0.8214
H 4.0746 4.0919 2.5534
H -1.4181 -3.8078 1.1711
H -1.9056 -5.3773 0.5110
H -0.7800 -6.5583 -1.1587
H -0.1868 2.4081 -1.8582
H -2.3824 -2.5311 -3.6138
H -2.9909 3.9631 4.4347
H -7.5663 2.0099 1.0109
H 6.0473 -5.4930 -1.4999
H -5.6826 -1.6970 2.4099
H 4.7700 -5.6620 -0.2819
H 3.1593 7.3173 0.9192
*
```

E_LUMO, Eh: -0.0419
HOMO energy, eV: -7.121
Orbital gap, eV: 5.9822
Relative energy (zero: lowest compared OMol25 entry of this formula, charge and spin), kcal/mol: 0.0

---

(3)
Molecular formula: C41H60AsN3ReSSeSi4
Method: DFT, ωB97M-V/def2-TZVPD

The geometry in ORCA input format:
```
! RIJCOSX wB97M-V def2-TZVPD def2/J DEFGRID3
* xyz 0 4
Re 0.2813 -0.6731 -0.2760
Se -1.7382 -0.1811 0.7604
As -1.0734 3.4443 1.5720
S 1.6321 1.4045 0.5028
Si -1.3614 -3.9131 1.1849
Si -2.6869 -2.8855 -2.2343
Si -0.6247 -2.8858 -0.8727
Si 0.9517 -4.4741 -1.9120
N 0.5743 3.0676 -1.7106
N 2.2274 -1.1025 -1.0671
N -2.1307 1.5874 -2.2373
C -2.3517 -1.9612 -3.8246
C 1.0554 1.4752 2.1786
C 3.5688 0.8174 -1.8831
C 1.8813 -3.5476 -3.1922
C 1.6304 0.0625 -3.1158
C 2.8095 -2.0320 1.0962
C 3.6376 -2.9015 1.8272
C -4.2107 -2.0786 -1.4389
C -2.4371 4.0859 2.8872
C -0.2725 -3.2923 2.5361
C 1.9992 6.3356 1.5428
C -0.5119 3.5548 -2.6435
C 1.7727 0.9252 4.4004
C 1.5193 7.1132 0.5213
C 3.7354 1.8801 -2.7252
C 4.8761 -3.2687 1.3516
C -3.1457 5.3763 4.7544
C 2.5188 -0.1101 -2.0019
C -0.4388 5.8071 0.3782
C 2.1957 -4.9450 -0.6469
C 3.1815 -1.5615 -0.1569
C 1.3260 5.1854 1.9508
C 0.2408 -6.0546 -2.7273
C -2.1891 5.0344 3.8162
C 1.6880 1.1933 -3.9259
C 2.7420 2.0915 -3.7387
C -3.1514 -3.5520 1.6606
C -4.6222 3.7339 3.7625
C -3.4127 -4.5515 -2.6817
C 4.4787 -1.8537 -0.5627
C 0.1031 4.9527 1.3444
C 0.7763 1.7079 4.9228
C 5.3394 -2.6596 0.1543
C -4.3808 4.7055 4.7038
C 0.2673 6.9129 -0.0139
C 0.1074 2.3144 2.7175
C -1.9109 3.0236 -2.2042
C 1.9217 0.7384 3.0593
C -3.6455 3.4328 2.8565
C -1.2893 -5.8041 1.0981
C -0.0912 2.3889 4.0953
H 1.0898 2.3583 -2.2404
H 0.8838 1.3613 -4.6392
H 0.7719 -3.4741 2.2458
H -2.0369 -6.2802 1.7673
H 6.2581 -2.9021 -0.2744
H -5.1181 -2.4395 -1.9182
H 0.6595 1.7990 6.0093
H 2.8140 2.9445 -4.4370
H 2.7691 0.2206 2.6611
H -3.1414 1.3818 -2.3851
H -2.0097 1.1517 -1.3084
H -0.7952 3.0572 4.5437
H 1.6480 4.4555 2.7239
H 1.7845 -1.7879 1.4713
H -5.5737 3.2748 3.6025
H 0.8271 -0.6429 -3.3011
H 5.4700 -3.9483 1.9283
H -1.4794 -2.2125 -4.2673
H 1.8353 -4.8862 0.4197
H -3.8257 -3.7951 0.8432
H -4.2133 -0.9192 -1.5747
H -3.7866 2.6615 2.0811
H -1.9918 3.4895 -1.1925
H -2.5922 3.4911 -2.9210
H -1.4112 5.5321 0.0115
H -0.0884 7.6344 -0.8117
H -4.3419 -2.2421 -0.3406
H 2.0027 7.9234 0.0629
H 3.1206 -4.3846 -0.5444
H 2.4940 0.4299 5.0846
H 2.7611 -4.1046 -3.6270
H 2.2080 -2.5823 -2.7344
H -3.4402 -4.1825 2.4708
H -2.9385 6.2814 5.3873
H -3.1788 -2.1064 -4.5466
H 4.2266 0.7190 -1.0600
H -0.4642 4.6728 -2.5855
H 2.4849 -5.9631 -0.8904
H -0.2837 -6.0079 1.4287
H 4.8356 -1.5348 -1.5903
H 1.2032 -3.1965 -4.0475
H 0.2692 2.5477 -0.7793
H 3.0169 6.5805 1.8367
H -1.4778 -6.1671 0.0877
H 3.2332 -3.2507 2.7547
H -0.2797 3.1691 -3.6379
H -3.9936 -4.3053 -3.5661
H -1.2574 5.5187 3.9043
H -0.4324 -2.1920 2.5983
H 4.4915 2.6051 -2.6512
H -5.2200 4.8452 5.3862
H -2.2606 -0.8761 -3.6250
H -4.1854 -4.8993 -1.9554
H -3.3003 -2.5244 1.9872
H -0.2180 -6.8319 -2.0725
H -0.4547 -5.7147 -3.5757
H 1.2291 3.7820 -1.4525
H -0.4778 -3.7621 3.5079
H 1.1316 -6.5442 -3.1335
H -2.6130 -5.2913 -2.9614
*
```

<S²>: 4.128
E_LUMO (alpha / beta), Eh: -0.0403 / -0.0178
HOMO energy (alpha / beta), eV: -6.917 / -7.028
Orbital gap (alpha / beta), eV: 5.8208 / 6.5435
Relative energy (zero: lowest compared OMol25 entry of this formula, charge and spin), kcal/mol: 37.4

---

(4)
Molecular formula: C41H60ClF3GeN5O4P3Tl
Method: DFT, ωB97M-V/def2-TZVPD

The geometry in ORCA input format:
```
! RIJCOSX wB97M-V def2-TZVPD def2/J DEFGRID3
* xyz -2 2
Tl 11.7202 17.9578 13.8851
Ge 10.0289 13.3260 13.6898
Cl 11.4710 16.7709 11.3587
P 12.7734 20.1965 8.1261
P 11.6250 15.0300 16.2021
P 7.5722 14.3181 14.7607
F 6.7176 19.4746 17.1075
F 8.6543 18.7928 16.3957
F 8.3219 19.0524 18.5782
O 6.1443 16.9678 17.1076
O 14.0394 17.3795 14.5311
O 8.1145 16.4011 18.0780
O 15.4120 17.2441 16.0899
N 14.3310 17.7005 15.7102
N 8.3315 12.4026 13.1730
N 11.1174 12.2396 10.8699
N 10.5863 12.5734 15.3315
N 10.5076 10.8198 13.1722
C 7.0202 9.7416 10.9881
C 11.8283 10.6420 12.6099
C 9.9298 8.4248 16.0125
C 13.5398 13.2797 17.2890
C 6.4514 13.9509 16.2685
C 10.1232 8.9759 14.7269
C 10.3569 10.3021 14.5207
C 12.0025 11.2825 11.3379
C 7.2898 15.9981 14.0462
C 7.0668 13.0549 13.4382
C 10.4613 11.2395 15.5906
C 14.1562 10.2246 11.2599
C 13.8744 17.8151 7.4320
C 4.9461 13.9596 15.9374
C 13.2131 11.0406 10.6802
C 7.7096 18.6360 17.4533
C 8.2713 11.2338 12.4222
C 13.7499 13.9505 14.7868
C 7.0986 10.8877 11.7597
C 9.4166 10.4370 12.2718
C 11.5438 17.2868 17.6491
C 10.1244 9.3220 17.0626
C 11.3876 17.9582 7.0031
C 12.8587 9.8804 13.2170
C 8.1419 8.9935 10.7665
C 11.4223 20.5912 9.3068
C 5.8616 16.3930 13.6713
C 10.0346 20.9435 8.7519
C 11.5473 13.2432 10.2640
C 11.9149 21.7736 10.3058
C 13.9748 9.6601 12.4543
C 11.5664 15.3115 19.2571
C 12.5615 18.3555 7.9267
C 9.4044 9.3419 11.4128
C 6.8895 12.6317 16.8667
C 11.1974 15.8454 17.8691
C 7.2631 17.1728 17.5881
C 13.2843 14.3163 16.1860
C 10.4804 10.6247 16.8473
C 10.5223 13.5006 16.4243
C 8.1433 16.2006 12.8101
H 7.8832 12.6579 17.3194
H 5.7631 17.4522 13.5285
H 13.3588 12.9795 14.4712
H 13.5342 14.6623 13.9836
H 10.1128 15.7350 17.7656
H 10.7395 17.7985 17.1871
H 8.1372 8.2252 10.0127
H 13.2915 11.4808 9.6632
H 9.4964 13.8223 16.7107
H 14.4311 18.3104 6.6280
H 6.2530 12.3658 13.7691
H 11.0201 22.0752 10.8173
H 8.0229 15.3787 12.1193
H 10.2455 8.7261 11.2589
H 13.1811 13.5963 18.2802
H 12.6171 13.5041 10.1922
H 9.6200 20.2023 8.1889
H 6.2261 11.4834 11.7932
H 4.4896 14.8960 16.2838
H 10.9326 13.0535 17.3470
H 10.1537 8.2620 13.9022
H 10.6272 11.2625 17.7600
H 12.7099 21.3768 10.9718
H 5.5036 15.9518 12.7921
H 11.3019 18.4786 6.0549
H 10.4034 18.1181 7.4395
H 13.0005 12.3440 16.9145
H 12.7574 9.4353 14.2407
H 4.5276 13.0849 16.5241
H 10.0374 21.8548 8.3073
H 6.1164 9.5069 10.3805
H 6.1953 12.3307 17.7166
H 12.3441 17.9562 8.9021
H 10.8940 15.7430 20.0617
H 15.0523 10.0270 10.7507
H 14.5733 13.0845 17.3931
H 8.0485 17.1494 12.3337
H 5.1227 16.2020 14.3771
H 7.6946 16.6309 14.8778
H 10.8846 14.0021 9.7930
H 6.4631 13.5315 12.6153
H 13.9738 15.0836 16.5636
H 12.5878 15.4242 19.4617
H 14.6031 17.9286 8.2883
H 12.3299 17.4483 16.9206
H 11.7364 17.8326 18.6344
H 11.2649 19.7068 9.9675
H 14.8169 13.7862 14.8085
H 11.3244 14.2529 19.2460
H 10.0888 8.9430 18.1106
H 14.8304 9.0001 12.8387
H 6.8228 11.8880 16.0733
H 13.8065 16.7898 7.2322
H 12.2990 22.5713 9.6901
H 6.8812 14.7221 16.9540
H 9.3156 21.0080 9.6046
H 11.3853 16.9359 6.6949
H 9.5444 7.4491 16.2549
H 9.1802 16.0842 13.0932
H 4.7468 13.8184 14.8691
*
```

<S²>: 0.753
E_LUMO (alpha / beta), Eh: 0.1453 / 0.1082
HOMO energy (alpha / beta), eV: -2.732 / -2.732
Orbital gap (alpha / beta), eV: 6.6853 / 5.6771
Relative energy (zero: lowest compared OMol25 entry of this formula, charge and spin), kcal/mol: 57.6

---

> Which of these has the lowest relative energy (zero: lowest compared OMol25 entry of this formula, charge and spin)?

C41H59BF4LaN3O6

---

> Which of these has the lowest relative energy (zero: lowest compared OMol25 entry of this formula, charge and spin)?

C41H59BF4LaN3O6